[1]
This record from the Open Molecules 2025 dataset describes a 2-piece molecular cluster, C3H9OS overall. The level of theory is ωB97M-V with the def2-TZVPD basis set.

```
! wB97M-V def2-TZVPD RIJCOSX def2/J DEFGRID3
* xyz 0 2
C -0.033 -0.571 1.465
C -0.705 -0.539 0.099
C -1.234 0.832 -0.305
S 0.026 1.984 -0.884
H -0.717 -0.397 2.298
H 0.415 -1.541 1.665
H 0.793 0.146 1.503
H -1.578 -1.191 0.204
H -0.043 -0.905 -0.673
H -1.897 0.688 -1.167
H -1.807 1.313 0.467
H 1.837 0.708 -1.362
H 2.479 -0.499 -2.077
O 2.463 -0.027 -1.234
*
```

## Properties
**E_tot**: -16138.487 eV
**E_LUMO (spin up / spin down)**: 0.925 / -2.172 eV
**HOMO level (spin up / spin down)**: -9.62 / -9.24 eV
**Energy above the lowest of the compared OMol25 structures with the same formula, charge and spin**: 0.0 kcal/mol
**⟨S²⟩**: 0.753
**Maximum force**: 1.16 eV/A
**Orbital gap (spin up / spin down)**: 10.55 / 7.07 eV



[2]
This record from the Open Molecules 2025 dataset describes one molecule with the formula C4H9N3O. The level of theory is ωB97M-V with the def2-TZVPD basis set.

```
! wB97M-V def2-TZVPD RIJCOSX def2/J DEFGRID3
* xyz 0 1
H 0.139 1.850 -1.347
N -0.526 2.001 -0.692
C -1.234 1.121 -0.017
N -2.495 1.306 0.543
C -0.883 -0.280 -0.313
C 0.384 -0.817 -0.345
N 0.859 -1.983 -0.768
C 1.400 -0.070 0.351
O 2.185 -0.883 1.027
H -3.090 2.161 0.031
H -3.009 0.439 0.760
H -1.597 -1.117 -0.497
H 1.719 -2.104 -0.168
H 0.344 -2.963 -0.902
H 0.990 0.936 0.685
H 2.210 0.224 -0.231
H 1.939 -1.357 1.812
*
```

## Properties
**E_tot**: -10807.975 eV
**E_LUMO**: 0.633 eV
**HOMO level**: -7.79 eV
**SMILES**: [H]/N=C(N)\C=C(\N)CO
**Energy above the lowest of the compared OMol25 structures with the same formula, charge and spin**: 103.5 kcal/mol
**Maximum force**: 7.54 eV/A
**Orbital gap**: 8.42 eV



[3]
This record from the Open Molecules 2025 dataset describes C4H2KO2 as an isolated structure. The level of theory is ωB97M-V with the def2-TZVPD basis set.

```
! wB97M-V def2-TZVPD RIJCOSX def2/J DEFGRID3
* xyz 0 2
O 2.483 -0.195 0.617
C 1.493 0.512 0.464
H 1.589 1.621 0.455
C -0.801 0.201 -1.430
C 0.002 -0.034 -0.445
C -0.180 0.015 0.999
O -0.958 -0.781 1.552
K -3.084 -1.629 0.274
H -0.544 0.291 -2.486
*
```

## Properties
**E_tot**: -24593.980 eV
**E_LUMO (spin up / spin down)**: -1.027 / -1.123 eV
**HOMO level (spin up / spin down)**: -6.73 / -6.92 eV
**Energy above the lowest of the compared OMol25 structures with the same formula, charge and spin**: 62.4 kcal/mol
**⟨S²⟩**: 0.767
**Maximum force**: 2.36 eV/A
**Orbital gap (spin up / spin down)**: 5.71 / 5.80 eV



> Among the records above, which one has the lowest energy above the lowest of the compared OMol25 structures with the same formula, charge and spin?

C3H9OS



> Which of these has the lowest energy above the lowest of the compared OMol25 structures with the same formula, charge and spin?

C3H9OS



Please write out number 1 again, unchanged.
This record from the Open Molecules 2025 dataset describes a 2-piece molecular cluster, C3H9OS overall. The level of theory is ωB97M-V with the def2-TZVPD basis set.

```
! wB97M-V def2-TZVPD RIJCOSX def2/J DEFGRID3
* xyz 0 2
C -0.033 -0.571 1.465
C -0.705 -0.539 0.099
C -1.234 0.832 -0.305
S 0.026 1.984 -0.884
H -0.717 -0.397 2.298
H 0.415 -1.541 1.665
H 0.793 0.146 1.503
H -1.578 -1.191 0.204
H -0.043 -0.905 -0.673
H -1.897 0.688 -1.167
H -1.807 1.313 0.467
H 1.837 0.708 -1.362
H 2.479 -0.499 -2.077
O 2.463 -0.027 -1.234
*
```

## Properties
**E_tot**: -16138.487 eV
**E_LUMO (spin up / spin down)**: 0.925 / -2.172 eV
**HOMO level (spin up / spin down)**: -9.62 / -9.24 eV
**Energy above the lowest of the compared OMol25 structures with the same formula, charge and spin**: 0.0 kcal/mol
**⟨S²⟩**: 0.753
**Maximum force**: 1.16 eV/A
**Orbital gap (spin up / spin down)**: 10.55 / 7.07 eV



> Number 2 is which compound?

C4H9N3O